No. 1
This record from the Open Molecules 2025 dataset describes a cluster of 6 separate species, C22H54N10O6 in total at a distorted geometry. The level of theory is ωB97M-V/def2-TZVPD.

Geometry as XYZ:
```
92
Properties=species:S:1:pos:R:3:mulliken_charge:R:1
C 3.4819 -1.6044 3.7127 -1.717
C 3.1172 -1.0918 2.3220 1.579
C 2.2230 0.1522 2.3923 -1.495
C 4.3740 -0.6864 1.5423 -0.910
C 5.1886 -1.8730 1.0299 -0.796
C 4.3051 -2.6818 0.0812 -1.150
C 3.0171 -3.1617 0.7340 1.366
C 2.0269 -3.5330 -0.3595 -1.894
C 3.3229 -4.4105 1.6021 -1.746
N 2.4087 -2.0780 1.5131 0.811
O 1.2549 -2.5456 2.1799 -0.539
H 3.9611 -2.5884 3.6139 0.356
H 4.1883 -0.9998 4.2759 0.378
H 2.5615 -1.8582 4.2412 0.313
H 2.7220 1.0702 2.7022 0.410
H 1.7321 0.2871 1.4338 0.050
H 1.4302 -0.0435 3.1231 0.367
H 4.1079 -0.0732 0.6795 0.026
H 5.0224 -0.1511 2.2438 0.527
H 6.1163 -1.4940 0.5995 0.428
H 5.4915 -2.5511 1.8357 0.359
H 4.8999 -3.5343 -0.2674 0.414
H 4.1241 -2.1010 -0.8310 0.371
H 2.3687 -4.3558 -0.9898 0.456
H 1.8086 -2.6701 -0.9918 0.253
H 1.0749 -3.8388 0.0810 0.404
H 3.2495 -5.3071 0.9867 0.493
H 2.4913 -4.5119 2.3072 0.292
H 4.2417 -4.3135 2.1716 0.326
H 0.5531 -1.9361 1.9102 0.382
C 1.7541 0.9372 -2.5486 -1.716
C 1.3679 2.3265 -2.0104 2.102
C 1.1021 2.1720 -0.5040 -1.881
C 2.5317 3.3061 -2.1496 -1.258
C 2.7479 3.8268 -3.5620 -0.713
C 1.4730 4.4381 -4.0915 -1.121
C 0.2532 3.4787 -3.9892 1.389
C -0.9898 4.3512 -4.1714 -1.852
C 0.3321 2.4378 -5.1172 -1.710
N 0.1926 2.8761 -2.6638 0.261
O -0.9070 1.9821 -2.5882 -0.573
H 2.4354 0.4402 -1.8567 0.357
H 0.8541 0.3401 -2.6972 0.403
H 2.2412 0.9627 -3.5280 0.323
H 1.9695 2.4007 0.1170 0.550
H 0.4022 2.9685 -0.2173 0.458
H 0.6994 1.2017 -0.2223 -0.182
H 2.4103 4.1781 -1.5005 0.418
H 3.4018 2.7490 -1.7939 0.456
H 3.5370 4.5876 -3.5390 0.384
H 3.1824 3.0557 -4.2058 0.340
H 1.5293 4.5751 -5.1745 0.386
H 1.2413 5.3742 -3.5886 0.375
H -1.8967 3.8059 -3.8833 0.364
H -1.1698 4.6697 -5.1973 0.386
H -0.9706 5.2101 -3.4977 0.417
H 1.3208 1.9885 -5.1285 0.373
H 0.0675 2.8866 -6.0761 0.495
H -0.4322 1.6738 -4.9612 0.273
H -1.5376 2.4532 -2.0337 0.373
N -5.5732 3.0131 1.6790 -0.392
C -5.9715 2.0676 0.7731 0.711
N -6.6127 2.5175 -0.3463 -0.415
O -5.8169 0.8747 0.9759 -0.720
H -5.5924 3.9998 1.5068 0.158
H -5.3159 2.6353 2.5718 0.230
H -6.7489 3.4988 -0.4994 0.152
H -7.0291 1.8278 -0.9421 0.235
N -4.1599 -3.5612 -1.7917 -0.419
C -4.1076 -2.5143 -0.9145 0.577
N -3.6470 -2.8112 0.3409 -0.171
O -4.4061 -1.3795 -1.2415 -0.593
H -4.5971 -3.3811 -2.6753 0.234
H -3.8374 -4.4895 -1.5951 0.141
H -3.4696 -2.0479 0.9752 0.162
H -3.4480 -3.7603 0.5978 0.172
N -3.1401 -0.1334 1.8518 -0.268
C -2.0295 0.0337 1.0799 0.298
N -2.2618 0.7295 -0.0790 -0.069
O -0.9517 -0.4808 1.3498 -0.587
H -4.0146 0.2753 1.5469 0.047
H -3.1464 -0.5492 2.7670 0.194
H -3.2126 0.6798 -0.4153 0.161
H -1.5069 0.8361 -0.7345 0.204
N -2.3798 -2.9190 5.7773 -0.374
C -3.5129 -2.3646 5.2505 0.634
N -3.6640 -2.5220 3.8835 -0.389
O -4.3678 -1.8298 5.9291 -0.634
H -2.2171 -2.7438 6.7510 0.218
H -1.6575 -3.3542 5.2335 0.176
H -4.5165 -2.1384 3.5182 0.208
H -3.0960 -3.1784 3.3811 0.132
```

ΔE to the lowest compared entry with this formula, charge and spin in kcal per mole: 6.3
Structure (SMILES): CC1(C)CCCC(C)(C)N1O.CC1(C)CCCC(C)(C)N1O.NC(N)=O.NC(N)=O.NC(N)=O.NC(N)=O
Charge: 0

***

No. 2
This record from the Open Molecules 2025 dataset describes a structure of composition C22H55ClN4O6Si2 at a distorted geometry. The level of theory is ωB97M-V/def2-TZVPD.

Geometry as XYZ:
```
90
Properties=species:S:1:pos:R:3:mulliken_charge:R:1
C 5.0536 2.4022 0.5906 -0.972
C 5.3803 3.9165 0.3812 -0.175
C 4.3217 4.8663 1.0753 -0.904
C 2.9419 4.8245 0.3056 0.939
C 2.7504 5.9822 -0.7349 -0.734
C 3.3402 5.7037 -2.1627 -0.634
Si 2.3670 4.3814 -3.1373 0.566
O 3.0854 2.8987 -2.7968 -0.417
Cl 2.5410 4.9368 -5.1648 -0.346
O 0.7211 4.4737 -2.7573 -0.319
Si -0.0645 2.9766 -2.6102 0.596
C -0.0448 2.4559 -0.7895 0.726
C -1.3340 3.1253 -0.1237 -0.458
C -1.0553 4.5449 0.4609 -1.012
O 0.4843 1.7692 -3.7237 -0.379
C 0.8910 0.6660 -3.1042 0.632
N 1.4158 0.0034 -2.3433 -0.514
H 5.9184 1.8183 0.1879 0.338
H 4.9665 2.1184 1.6657 0.325
H 4.1493 2.0404 0.0528 0.111
H 5.4454 4.1128 -0.7129 0.086
H 6.3637 4.1461 0.8530 0.360
H 4.7060 5.8984 1.2265 0.384
H 4.1404 4.4235 2.0905 0.334
H 2.1338 4.9225 1.0774 0.089
H 2.8413 3.7966 -0.1107 -0.828
H 1.6669 6.2648 -0.7738 0.248
H 3.2598 6.8832 -0.3001 0.439
H 4.4027 5.3618 -2.0717 0.224
H 3.3504 6.6609 -2.7447 0.379
H 2.9339 2.5999 -1.8845 0.260
H -1.4784 3.2243 -2.9559 -0.284
H 0.8383 2.8887 -0.2600 -0.226
H -0.1562 1.3632 -0.6164 -0.076
H -2.1409 3.1897 -0.9002 0.048
H -1.7627 2.4707 0.6761 0.289
H -1.9964 5.0035 0.8597 0.420
H -0.3628 4.4537 1.3276 0.248
H -0.6663 5.2719 -0.2937 0.133
C 0.0817 -2.0787 -0.3351 -1.262
C -0.0656 -1.7039 1.1369 0.045
C -0.8585 -2.7368 1.9604 -0.190
O -2.2620 -2.6860 1.7601 -0.409
C -2.7218 -3.3645 0.6051 -0.484
N -0.6631 -0.3652 1.2312 -0.269
H -0.8333 -1.9086 -0.9053 0.296
H 0.8615 -1.4765 -0.8026 0.265
H 0.3629 -3.1298 -0.4462 0.374
H 0.9436 -1.6567 1.5586 0.425
H -0.7067 -2.5101 3.0202 0.366
H -0.4809 -3.7553 1.8051 0.010
H -2.1360 -4.2619 0.3884 0.294
H -2.7170 -2.6892 -0.2542 0.078
H -3.7569 -3.6629 0.7823 0.266
H -0.6659 -0.0754 2.2066 0.282
H -1.6528 -0.4578 1.0053 0.042
C -5.7550 1.3472 -1.5870 -1.479
C -5.1801 0.0369 -1.0577 0.635
C -6.1386 -1.1591 -1.2003 -0.705
O -7.1898 -1.1865 -0.2481 -0.395
C -8.2969 -0.3597 -0.5644 -0.637
N -4.7583 0.2306 0.3341 -0.602
H -6.4869 1.7867 -0.9085 0.310
H -4.9595 2.0842 -1.7158 0.235
H -6.2333 1.2023 -2.5588 0.364
H -4.2899 -0.1884 -1.6548 0.307
H -5.5629 -2.0732 -1.0237 0.267
H -6.5380 -1.2355 -2.2194 0.452
H -8.4804 -0.3129 -1.6412 0.296
H -8.1502 0.6436 -0.1592 0.225
H -9.1784 -0.7830 -0.0805 0.261
H -4.2824 -0.6114 0.6533 0.159
H -5.6015 0.2603 0.9045 0.311
C 2.4570 -7.4225 0.4500 -1.359
C 2.3810 -7.5821 1.9654 0.311
C 1.7436 -6.3771 2.6805 -0.466
O 2.5933 -5.2467 2.7992 -0.437
C 2.6563 -4.4308 1.6422 -0.436
N 3.7237 -7.8709 2.4811 -0.739
H 3.2573 -6.7496 0.1401 0.267
H 2.6534 -8.3870 -0.0220 0.351
H 1.5149 -7.0417 0.0472 0.323
H 1.7457 -8.4507 2.1662 0.419
H 1.5159 -6.6782 3.7076 0.376
H 0.7876 -6.0955 2.2201 0.159
H 1.7015 -4.3947 1.1109 0.052
H 3.4506 -4.7781 0.9784 0.276
H 2.9143 -3.4187 1.9590 0.292
H 3.6556 -8.0784 3.4745 0.269
H 4.2527 -7.0010 2.4524 0.311
```

E_tot in Ha: -2581.01367
Charge: 0

***

No. 3
This record from the Open Molecules 2025 dataset describes a structure of composition C22H56AsF6N4O7V at a distorted geometry. The level of theory is ωB97M-V/def2-TZVPD.

Geometry as XYZ:
```
97
Properties=species:S:1:pos:R:3:mulliken_charge:R:1
O 1.6017 0.7515 -0.7015 -0.796
V 0.9026 -0.6349 -0.8794 0.994
O -0.0629 -0.7817 0.4251 -0.577
As 5.7101 -0.7237 -1.4696 2.064
F 4.1289 0.1277 -1.5979 -0.744
F 5.1424 -1.8831 -2.6668 -0.509
F 7.2005 -1.6866 -1.3667 -0.489
F 6.2828 0.4690 -0.3357 -0.451
F 5.0502 -1.7748 -0.1669 -0.590
F 6.3817 0.3422 -2.7223 -0.497
C -2.9525 -1.7984 2.0112 -2.099
C -4.0331 -1.6270 3.1115 2.239
C -3.5474 -0.4716 3.9837 -1.425
C -3.8300 0.9224 3.4501 -0.533
C -5.2457 1.0412 2.8958 -1.328
C -5.7279 -0.0996 1.9672 1.765
N -5.4022 -1.4080 2.5731 0.192
O -5.8250 -2.5017 1.7749 -0.454
C -7.2512 0.0510 1.9059 -2.019
C -5.0563 0.0526 0.5505 -1.627
C -4.0208 -2.9087 3.9812 -2.159
H -2.0004 -2.2354 2.3207 0.535
H -2.5881 -0.8431 1.6270 0.021
H -3.2890 -2.3600 1.1374 0.481
H -4.1202 -0.5479 4.9153 0.429
H -2.5023 -0.6042 4.2622 0.396
H -3.0900 1.1388 2.6733 0.166
H -3.6123 1.6706 4.2132 0.467
H -5.2456 2.0338 2.4376 0.370
H -5.9778 1.1812 3.6950 0.457
H -7.5214 0.9988 1.4406 0.398
H -7.6792 -0.6814 1.2145 0.428
H -7.7078 -0.1712 2.8683 0.484
H -5.2243 -0.8741 -0.0097 0.426
H -5.6723 0.7015 -0.0766 0.433
H -3.9843 0.2213 0.5279 0.128
H -3.1100 -3.0070 4.5697 0.380
H -4.1487 -3.7933 3.3561 0.419
H -4.8688 -2.8942 4.6697 0.496
H -6.4320 -2.8846 2.4157 0.377
C 1.5923 3.8928 -2.5902 -0.226
O 2.5156 4.6395 -1.8313 -0.610
H 1.4217 2.9328 -2.0933 -0.177
H 0.6074 4.3339 -2.7483 0.327
H 2.0548 3.7474 -3.5718 0.240
H 3.1353 4.0710 -1.3423 0.394
C 2.0034 -0.1812 -5.1180 -1.625
C 1.4275 0.0403 -3.7439 0.670
C -0.1243 -0.0155 -3.6960 -0.853
O -0.6185 0.1042 -2.3422 0.671
C -1.9847 0.5233 -2.2727 -1.101
N 2.0079 -0.9845 -2.8710 0.159
H 3.0892 -0.0529 -5.0945 0.439
H 1.7039 0.5462 -5.8753 0.436
H 1.9197 -1.1859 -5.5402 0.386
H 1.7545 1.0219 -3.3978 -0.436
H -0.4311 -0.9419 -4.1885 0.271
H -0.5277 0.8388 -4.2412 0.576
H -2.6143 0.1715 -3.0904 0.435
H -1.9992 1.6135 -2.2513 0.316
H -2.4345 0.1553 -1.3518 0.174
H 2.9557 -0.6892 -2.6482 0.147
H 2.1191 -1.7855 -3.4826 0.246
C 2.6891 -4.7234 -0.2436 -1.534
C 1.8706 -3.5813 -0.9032 0.693
C 0.3315 -3.7700 -0.8758 -0.902
O -0.2218 -2.6660 -1.5852 -0.003
C -1.5997 -2.8581 -1.8154 -0.634
N 2.2662 -2.3216 -0.2219 0.154
H 2.2748 -5.7141 -0.4352 0.395
H 2.5814 -4.6610 0.8439 0.423
H 3.7597 -4.6428 -0.4207 0.377
H 2.1506 -3.4997 -1.9524 -0.049
H -0.0843 -3.8235 0.1324 0.289
H 0.1479 -4.6983 -1.4213 0.525
H -2.0186 -2.1534 -2.5286 0.223
H -2.1530 -2.8570 -0.8722 0.109
H -1.7692 -3.8675 -2.2026 0.393
H 3.2267 -2.1005 -0.4862 0.017
H 2.4031 -2.5171 0.7647 0.316
C 5.8359 3.9843 0.6863 -1.587
C 4.5313 3.3458 1.0422 0.719
C 3.5721 4.2870 1.7253 -0.948
O 2.3508 3.6225 2.0019 -0.218
C 1.5651 4.4120 2.9071 -0.772
N 3.8707 2.7266 -0.1106 -0.161
H 6.5617 3.2929 0.2568 0.337
H 6.2549 4.4372 1.5862 0.421
H 5.7317 4.7382 -0.0982 0.317
H 4.7365 2.5197 1.7340 0.322
H 3.3717 5.1981 1.1525 0.368
H 4.0309 4.5733 2.6786 0.480
H 0.5784 3.9521 2.9648 0.204
H 1.4859 5.4162 2.4909 0.328
H 1.9816 4.3230 3.9122 0.296
H 4.4301 2.0046 -0.5392 -0.085
H 3.0104 2.3188 0.2338 0.081
```

ΔE to the lowest compared entry with this formula, charge and spin in kcal per mole: 0.0
Charge: 0